Entry 1:
The following is a quantum chemistry calculation of C5H7NO as an isolated structure, from the Open Molecules 2025 dataset.

Computed properties:
Charge: 0
HOMO level (alpha / beta), Eh: -0.3053 / -0.3053
LUMO level (alpha / beta), eV: -0.19 / -0.19
Multiplicity: 1

Last column: Mulliken charge in e.
Geometry (Å):
C: 2.105 0.447 0.625  -0.6446
N: 1.570 -0.744 0.553  -0.5060
C: 0.285 -0.767 0.229  0.8467
O: -0.507 -1.856 0.288  -0.3863
C: -1.473 -1.054 -0.469  -0.2217
C: -1.875 0.213 0.209  -0.3183
C: -0.541 0.126 -0.509  -0.3419
H: 1.541 1.325 0.939  0.4197
H: 3.191 0.528 0.621  0.3002
H: 1.535 1.243 -1.028  0.1626
H: -1.976 -1.572 -1.277  0.3330
H: -1.920 0.274 1.297  0.1950
H: -2.654 0.771 -0.307  0.2199
H: 0.719 1.067 -1.170  -0.0581


Entry 2:
The following is a quantum chemistry calculation of one molecule with the formula C5H7NO, from the Open Molecules 2025 dataset.

Computed properties:
Charge: 0
HOMO level, Eh: -0.3386
LUMO level, eV: 0.69
Multiplicity: 1

Last column: Mulliken charge in e.
Geometry (Å):
C: -1.542 -1.408 0.675  -0.6100
O: -0.164 -1.261 0.341  -0.3401
C: 0.314 -0.082 -0.093  0.9822
C: 1.805 -0.001 0.057  -1.1230
C: -0.437 0.898 -0.643  -0.4748
C: 0.112 2.182 -0.927  -0.0660
N: 0.536 3.247 -1.110  -0.4407
H: -1.622 -1.444 1.766  0.2400
H: -2.158 -0.589 0.304  0.2902
H: -1.897 -2.349 0.249  0.2201
H: 2.125 -0.592 0.918  0.3203
H: 2.125 1.037 0.173  0.4116
H: 2.290 -0.404 -0.839  0.2588
H: -1.488 0.766 -0.871  0.3314


Entry 3:
The following is a quantum chemistry calculation of one molecule with the formula C5H7NO, from the Open Molecules 2025 dataset.

Computed properties:
Charge: 0
HOMO level, Eh: -0.3180
LUMO level, eV: 0.92
Multiplicity: 1

Last column: Mulliken charge in e.
Geometry (Å):
C: 1.414 -0.110 1.257  -1.3561
C: 0.461 -0.331 0.093  0.9107
C: -0.959 -0.768 0.345  -0.6555
C: -1.744 -0.189 -0.567  -0.4089
N: -1.007 0.699 -1.371  -0.0485
C: 0.288 0.833 -0.892  -0.0031
O: 1.096 1.668 -1.231  -0.6147
H: 1.441 -1.010 1.881  0.3564
H: 1.133 0.738 1.888  0.3381
H: 2.425 0.068 0.880  0.3192
H: 0.910 -1.104 -0.558  0.1630
H: -1.263 -1.494 1.087  0.3611
H: -2.801 -0.329 -0.756  0.4084
H: -1.393 1.330 -2.056  0.2301


Entry 4:
The following is a quantum chemistry calculation of one molecule with the formula C5H7NO, from the Open Molecules 2025 dataset.

Computed properties:
Charge: 0
HOMO level, Eh: -0.3409
LUMO level, eV: 0.79
Multiplicity: 1

Last column: Mulliken charge in e.
Geometry (Å):
O: -1.339 0.121 3.041  -0.5124
C: -1.666 0.836 1.866  -0.6041
C: -0.747 0.489 0.766  0.1822
C: 0.079 0.054 0.000  0.1762
C: 1.175 -0.501 -0.768  -0.2569
C: 1.069 -0.816 -2.215  -0.3610
N: 1.909 0.286 -1.762  -0.5806
H: -1.196 -0.797 2.774  0.3109
H: -2.713 0.661 1.575  0.2782
H: -1.570 1.897 2.110  0.2810
H: 1.818 -1.131 -0.159  0.3121
H: 0.130 -0.595 -2.718  0.2632
H: 1.614 -1.676 -2.597  0.2449
H: 1.437 1.173 -1.914  0.2662


Entry 5:
The following is a quantum chemistry calculation of one molecule with the formula C5H7NO, from the Open Molecules 2025 dataset.

Computed properties:
Charge: 0
HOMO level, Eh: -0.3141
LUMO level, eV: 0.87
Multiplicity: 1

Last column: Mulliken charge in e.
Geometry (Å):
O: 0.282 -0.347 -2.761  -0.5369
C: -0.104 -0.276 -1.628  0.3174
C: -0.897 -1.209 -0.658  -0.4127
N: -0.767 -0.184 0.383  -0.2311
C: 0.159 0.064 1.498  -0.4573
C: 1.069 0.882 0.544  -0.5676
C: -0.086 0.778 -0.480  -0.0164
H: -1.974 -1.244 -0.887  0.2351
H: -0.538 -2.235 -0.519  0.2839
H: 0.654 -0.766 2.005  0.2806
H: -0.427 0.648 2.215  0.2653
H: 1.821 0.176 0.232  0.2343
H: 1.399 1.897 0.860  0.3226
H: -0.680 1.665 -0.687  0.2829


Entry 6:
The following is a quantum chemistry calculation of one molecule with the formula C5H7NO, from the Open Molecules 2025 dataset.

Computed properties:
Charge: 0
HOMO level, Eh: -0.3576
LUMO level, eV: 0.99
Multiplicity: 1

Last column: Mulliken charge in e.
Geometry (Å):
C: -0.027 1.942 -0.864  -0.7649
C: -0.722 1.148 -0.061  -0.2779
C: -0.313 -0.257 0.146  0.0897
C: -0.627 -1.169 -1.032  -0.4077
N: 0.803 -1.800 -0.750  -0.3609
C: 1.138 -0.639 -0.097  0.2730
O: 2.193 -0.073 0.056  -0.5977
H: 0.891 1.590 -1.330  0.2077
H: -0.338 2.956 -1.066  0.2725
H: -1.657 1.455 0.396  0.3446
H: -0.658 -0.715 1.080  0.3824
H: -0.611 -0.618 -1.976  0.2824
H: -1.617 -1.661 -0.947  0.2918
H: 1.574 -2.229 -1.284  0.2651


Listing calculated total energy for the structures above in their given order: -8829.3230, -8834.8644, -8836.0253, -8832.7877, -8833.1892, -8834.3892 eV.
Listing energy above the lowest of the compared OMol25 structures with the same formula, charge and spin for the structures above in their given order: 663.8, 129.1, 17.1, 329.5, 290.8, 175.0 kJ/mol.